Computed, not measured: 4 unconnected molecules or ions with the total composition C27H46F6N5O5S2, with ωB97M-V/def2-TZVPD.

Structure (XYZ):
```
91
Properties=species:S:1:pos:R:3:forces:R:3
C -7.55356 26.49981 -0.25470 0.4015 -0.1797 1.3627
C -8.96875 26.13285 0.28740 0.0879 1.1247 -2.7218
C -10.08669 26.54078 -0.75587 0.3390 0.5722 2.3535
O -10.23763 27.93747 -0.51470 1.1093 -1.1655 -0.4039
C -10.98878 28.63004 -1.49414 -1.5645 0.1143 1.1026
N -8.97035 24.61934 0.53042 0.6270 0.6717 -0.2440
H -8.78733 24.10110 -0.31694 0.7430 0.1166 -0.6257
H -8.16737 24.57919 1.14174 0.4271 -1.0577 0.4336
H -9.74504 24.08339 0.89474 -0.7481 0.6808 0.8547
H -6.78224 26.37202 0.50479 -0.0145 -0.7032 0.4495
H -7.37655 27.56971 -0.36466 -0.9177 0.0599 -0.6781
H -7.19633 25.92531 -1.10936 -0.4565 0.1643 -0.2569
H -9.14716 26.66630 1.22105 -0.2197 -0.3839 0.0161
H -10.95734 25.98410 -0.40922 -0.6665 0.0271 -0.3059
H -9.88585 26.28286 -1.79570 0.3619 0.0811 -0.0420
H -12.01518 28.60013 -1.12847 -0.5297 -0.4313 -0.4778
H -10.93369 28.16319 -2.47756 0.2925 0.4999 -0.1044
H -10.82602 29.70240 -1.38624 0.9291 -0.1683 -0.6288
C -2.07601 13.26046 15.58324 0.2563 -0.8807 0.5822
C -2.74910 14.32964 14.77699 -0.2959 0.8112 -0.2848
C -1.76177 15.45868 14.33300 -2.4755 -0.0358 0.0407
N -2.34456 16.43650 13.20853 0.5134 -1.3166 -0.5928
C -2.92271 15.60790 11.99910 0.3766 -0.1066 0.6446
C -2.92534 16.24606 10.56777 -0.0736 0.3236 1.5538
C -1.62679 16.97500 10.30677 1.1709 0.9418 -0.2849
C -1.25863 17.94643 11.43872 -0.5568 -0.7735 1.0403
C -1.12445 17.24687 12.80054 0.0881 0.4068 -0.9574
C -3.45607 17.36093 13.72489 1.2241 -0.2913 -0.9958
H -2.81623 12.51830 15.88221 -0.1394 0.0386 -0.0165
H -1.65312 13.61573 16.52295 0.2359 0.1359 -0.1555
H -1.34045 12.68682 15.01937 0.2699 0.2471 0.0105
H -3.59150 14.67129 15.37844 0.0377 0.5824 -0.0883
H -3.21067 13.83237 13.92390 0.1748 0.1662 -0.2691
H -0.85879 14.92842 14.03044 0.0730 0.6957 -0.5544
H -1.58459 16.19040 15.12123 0.3601 -0.4214 0.2162
H -2.37031 14.66844 11.98015 0.5347 0.2383 -0.1088
H -3.87857 15.27882 12.40671 -0.2799 0.3358 -0.5436
H -3.15027 15.42649 9.88528 0.1750 0.1028 -0.0851
H -3.70275 17.00195 10.45655 -0.3428 -0.1807 0.1888
H -0.76214 16.34229 10.10641 -0.0910 -0.4517 0.2288
H -1.66051 17.61091 9.42214 -0.4614 -0.2369 -0.2470
H -0.28818 18.42135 11.29467 -0.1581 0.1104 -0.3202
H -2.01338 18.71920 11.58463 0.0183 0.2603 -0.5075
H -0.25736 16.58901 12.74182 -0.2285 -0.2347 0.2398
H -0.92263 18.02302 13.53876 -0.1828 -0.3045 0.3630
H -4.43825 16.89550 13.64251 0.3151 -0.3169 0.6727
H -3.49199 18.16344 12.98814 0.0972 0.2517 0.3215
H -3.12459 17.71692 14.70034 -0.5213 0.0180 -0.0546
C -9.91946 15.45796 5.68186 -0.2904 0.9085 0.6761
N -10.21172 14.00485 5.85792 0.8315 -0.5140 -1.3649
C -9.17138 13.14755 5.76256 -0.8349 -2.3934 -0.1062
C -9.39034 11.73137 5.81016 -0.1916 1.7641 -0.4131
C -10.68947 11.18992 5.90611 0.5973 2.3033 0.1714
C -11.74195 12.12427 6.02723 1.3873 0.7024 0.2250
C -11.45753 13.51139 5.95869 -0.6827 -1.0538 0.9716
C -10.90173 9.75242 6.01104 0.1024 -1.1048 1.0263
C -11.79734 9.24449 6.93736 -1.5188 -0.1090 -0.1353
C -12.01011 7.87366 7.11056 0.2160 1.6104 0.7425
N -11.23922 7.02758 6.46344 0.2961 2.2347 -1.1741
C -10.32257 7.47024 5.58570 0.3693 0.0161 0.1235
C -10.08881 8.81928 5.39223 0.5366 -0.7482 -0.3774
C -11.24535 5.66970 6.77743 -0.6583 -2.8707 0.8296
H -9.13408 15.73598 6.38470 -0.1775 -0.0854 0.0818
H -10.80880 16.05949 5.86987 -0.0632 -0.3455 0.3869
H -9.59887 15.81395 4.70278 0.0891 -1.0380 -0.3448
H -8.18035 13.53467 5.57712 -0.0340 0.2249 0.2075
H -8.51740 11.10002 5.73422 0.0472 0.0154 0.0439
H -12.71292 11.75731 6.32550 -0.3203 0.4231 -0.4958
H -12.22329 14.24683 6.15653 -0.1617 -0.0057 -0.2981
H -12.41632 9.94113 7.48321 -0.0752 -0.1957 0.2682
H -12.66379 7.43703 7.85113 -0.2318 0.2741 -0.0292
H -9.79007 6.62852 5.16814 0.5212 0.4590 -0.4282
H -9.20455 9.12793 4.85443 -0.2106 -0.1485 -0.5367
H -12.08831 5.45994 7.43586 0.1567 -0.0617 0.0339
H -10.32059 5.43950 7.30652 -0.0513 -0.3110 -0.1592
H -11.39784 5.05330 5.89148 0.3239 0.0192 -0.0020
C -3.75741 21.40343 1.61193 -0.2109 -0.7233 0.8654
F -2.85985 20.48081 1.25393 -0.8088 -0.7853 0.4093
F -3.32275 22.47883 1.00992 -0.6927 1.2751 -0.0757
F -5.03079 21.06517 1.15051 1.7690 0.4634 0.3295
S -3.85662 21.51978 3.56646 -1.0706 -2.5196 -1.0543
O -4.67825 20.35157 3.91021 0.6337 1.3361 -0.6488
O -2.48619 21.44104 4.09029 -2.0229 0.9631 -1.2573
N -4.82851 22.93888 3.66577 3.3942 -1.9329 0.7156
S -4.05007 23.52824 4.96391 0.9152 3.6792 2.6324
O -4.22261 22.68450 6.15853 0.0711 0.9913 -1.5205
O -2.74351 24.19417 4.78725 -2.0148 -1.3619 -0.1283
C -5.20006 25.07482 5.24706 2.8505 -1.4547 0.7752
F -4.98151 25.58964 6.50975 -0.8140 -0.6773 -1.7134
F -5.02246 26.03534 4.35721 0.1552 0.3923 -0.0309
F -6.38148 24.57050 5.07253 -2.4420 0.2466 0.6588
```
Positions in Å, forces in eV/Å.

Results
* electronic energy: -3100.851901 Eh
* largest force on an atom: 0.090 hartree/bohr
* LUMO level: -9.28 eV
* E_HOMO: -11.82 eV
* charge: +3

These are the Löwdin partial charges, in e, on atoms 1 to 6: -0.03 -0.24 -0.18 -0.19 -0.07 0.23



Computed, not measured: a molecular structure, C27H47BrNO4PtS3Si3, with ωB97M-V/def2-TZVPD.

Structure (XYZ):
```
87
Properties=species:S:1:pos:R:3:forces:R:3
Pt -1.90420 -0.10475 -2.23672 -0.0819 -0.3367 -0.9070
O -2.33896 1.33206 -0.07174 0.3356 0.1207 0.1845
N -2.21343 2.52577 -0.55911 -0.3490 -0.0609 -0.2724
C -1.53965 3.46204 0.13483 0.0164 0.1300 0.0334
C -1.43923 4.75776 -0.32147 0.0418 -0.0821 0.1045
C -2.03406 5.09965 -1.52545 -0.0493 0.0100 -0.0808
C -2.68160 4.11974 -2.25381 0.0158 0.0244 -0.0200
C -2.76173 2.81411 -1.78702 0.1085 -0.2206 0.0782
S -3.49006 1.50356 -2.68447 -0.2842 0.4441 0.5067
H -1.11082 3.08975 1.05262 0.0009 0.0235 0.0027
H -0.88925 5.48062 0.26425 0.0004 -0.0214 0.0179
H -1.96716 6.10958 -1.90720 -0.0029 -0.0058 -0.0048
H -3.11571 4.33406 -3.22037 0.0133 -0.0209 -0.0009
C -1.85407 -2.09574 0.44382 -0.0053 -0.0007 0.0946
Si -3.12532 -1.55812 -0.82481 0.0149 0.0583 0.0947
C -4.60289 -0.79957 0.03818 -0.1381 -0.0080 -0.0724
C -3.72742 -3.10036 -1.72901 0.1323 0.0452 -0.3000
C -4.28646 -4.22748 -1.12516 0.0037 -0.0396 -0.0052
C -4.65198 -5.32952 -1.88548 0.0150 0.0382 -0.0350
C -4.45933 -5.31782 -3.26426 0.0143 0.0393 0.0378
C -3.91310 -4.19911 -3.87786 -0.0315 -0.0527 0.0128
C -3.54785 -3.08401 -3.12223 0.0252 0.0494 0.2804
Si -2.93407 -1.45994 -3.85886 0.0476 -0.1222 0.0120
C -4.48005 -0.70471 -4.62122 -0.0285 0.1052 0.0281
C -1.77237 -1.82526 -5.27009 -0.0613 -0.0942 -0.0574
H -2.22919 -2.96742 0.99121 -0.0002 0.0199 0.0044
H -1.65217 -1.29467 1.15884 0.0105 0.0063 -0.0433
H -0.91731 -2.36545 -0.04686 -0.0109 0.0000 0.0211
H -4.92646 -1.45918 0.85080 0.0054 0.0007 -0.0168
H -5.43504 -0.69711 -0.66342 0.0100 0.0460 0.0340
H -4.36081 0.18216 0.44272 0.0248 -0.0300 -0.0012
H -4.43173 -4.25371 -0.04878 0.0029 -0.0041 -0.0146
H -5.08040 -6.20303 -1.40762 0.0019 0.0025 0.0002
H -4.73591 -6.18301 -3.85567 0.0025 0.0028 -0.0002
H -3.76935 -4.20016 -4.95444 -0.0004 -0.0022 0.0122
H -4.94090 -1.48630 -5.23381 0.0142 0.0040 0.0045
H -4.25903 0.15123 -5.26197 0.0060 -0.0035 0.0424
H -5.20737 -0.39482 -3.86779 -0.0082 -0.0181 -0.0333
H -2.39122 -2.21776 -6.08658 0.0427 -0.0026 -0.0077
H -1.03235 -2.57578 -4.99480 0.0400 0.0643 0.0156
H -1.23535 -0.94686 -5.62295 -0.0127 0.0172 0.0220
C 0.61458 1.05943 4.12247 0.0103 -0.0094 0.0155
C 1.89741 0.27529 3.79568 -0.0427 0.0175 -0.0077
C 1.50944 -1.20848 3.88825 0.0027 0.0046 0.0211
C 2.93755 0.57978 4.88496 -0.0116 -0.0053 -0.0125
Si 2.55666 0.68007 2.02557 -0.0227 -0.0412 -0.0181
Br 0.74333 0.67749 0.72135 -0.0073 0.0355 0.0930
C 3.28714 2.45557 1.88298 0.0049 0.0471 0.0085
C 2.42092 3.47553 2.63561 0.0025 0.0057 0.0035
C 4.70998 2.53036 2.46019 -0.0078 0.0006 -0.0155
C 3.31771 2.92294 0.41751 0.0098 -0.0041 -0.0062
C 3.72524 -0.67580 1.33453 0.0852 -0.0275 0.0193
C 4.79863 -1.06861 2.36415 0.0029 0.0140 -0.0078
C 4.44306 -0.20044 0.06074 -0.0133 -0.0117 0.0015
C 2.93975 -1.93436 0.92674 -0.0016 -0.0248 -0.0012
H 0.29161 0.79436 5.13666 0.0061 -0.0032 -0.0132
H -0.19261 0.80245 3.43623 0.0069 0.0093 -0.0047
H 0.75001 2.13850 4.09362 0.0001 0.0026 0.0043
H 1.04437 -1.39326 4.86401 0.0057 0.0067 -0.0087
H 2.36649 -1.87542 3.80293 0.0018 0.0009 0.0114
H 0.78363 -1.47999 3.11819 0.0128 0.0007 0.0089
H 2.55136 0.24832 5.85629 0.0009 0.0024 -0.0101
H 3.14123 1.64898 4.96642 0.0028 -0.0038 -0.0021
H 3.88630 0.06692 4.71671 -0.0098 0.0150 0.0051
H 2.44231 3.32917 3.71607 -0.0017 -0.0003 0.0032
H 1.38152 3.44371 2.30008 0.0073 -0.0045 0.0088
H 2.80405 4.48313 2.43455 -0.0016 -0.0142 -0.0025
H 4.75243 2.21885 3.50619 0.0079 -0.0006 -0.0153
H 5.06599 3.56636 2.41089 -0.0099 -0.0075 -0.0006
H 5.41562 1.91916 1.89762 0.0013 -0.0057 -0.0045
H 2.31164 2.99548 0.00248 0.0066 -0.0106 -0.0078
H 3.89008 2.26624 -0.23337 -0.0202 0.0328 0.0087
H 3.77495 3.91935 0.37651 -0.0093 -0.0105 0.0098
H 5.40031 -0.21536 2.68870 -0.0157 -0.0218 0.0020
H 5.48110 -1.79284 1.90548 -0.0059 0.0017 -0.0056
H 4.37632 -1.54089 3.25179 -0.0060 -0.0052 0.0058
H 5.11248 0.64135 0.24226 0.0055 -0.0115 0.0075
H 3.73454 0.05469 -0.72794 0.0068 0.0244 0.0062
H 5.05708 -1.02623 -0.31669 -0.0131 -0.0062 0.0056
H 2.38725 -2.38437 1.75058 0.0070 0.0061 -0.0387
H 3.65308 -2.68104 0.55842 -0.0009 0.0079 0.0111
H 2.24580 -1.72027 0.11391 -0.0003 0.0095 -0.0042
O 0.93190 -0.90148 -4.34774 -0.0219 0.0349 -0.0086
S 0.85023 -0.49208 -2.96838 0.3038 -0.0924 0.4450
O -0.20741 -1.31453 -2.19511 -0.1889 -0.0395 -0.0564
O 2.09200 -0.56774 -2.23275 -0.0339 0.1588 -0.0908
S -0.03165 1.36924 -2.83157 0.0630 -0.2025 -0.1349
```
Positions in Å, forces in eV/Å.

Results
* electronic energy: -6169.368483 Eh
* largest force on an atom: 0.019 hartree/bohr
* LUMO level: 2.42 eV
* E_HOMO: -5.13 eV
* charge: -1

These are the Löwdin partial charges, in e, on atoms 1 to 6: 0.64 -0.26 -0.25 -0.04 -0.06 -0.09



- Number 1 is which compound?
  C27H46F6N5O5S2